1.
{"formula": "C5H4N2O", "method": "the ωB97M-V functional and the def2-TZVPD basis", "species": ["C", "C", "C", "C", "C", "H", "H", "H", "H", "N", "N", "O"], "positions_angstrom": [[2.186, 0.003, 0.087], [1.173, -0.822, -0.183], [-0.180, -0.268, -0.201], [-2.370, -0.291, -0.071], [-0.737, 1.111, -0.089], [2.211, 1.040, 0.488], [3.261, -0.296, 0.104], [1.240, -1.865, -0.130], [-0.050, 2.015, 0.160], [-1.187, -1.122, -0.107], [-2.010, 1.154, -0.196], [-3.538, -0.661, 0.139]], "atomic_forces_ev_per_a": [[2.37, 0.32, 0.73], [-0.32, 3.09, 0.78], [-2.34, -3.08, 1.31], [-3.27, -0.71, 0.34], [1.16, 2.26, 0.11], [-1.07, -0.49, -1.02], [-1.08, -0.54, 0.01], [0.26, -1.33, -0.74], [-1.51, -1.42, -0.89], [0.72, 1.48, -0.62], [0.79, -0.75, 0.82], [4.28, 1.17, -0.83]], "mulliken_charge": [-0.7051, -0.2348, 0.8518, 0.3397, 0.0609, 0.1655, 0.2385, 0.4356, 0.2459, -0.4970, -0.4509, -0.4500], "total_energy_ha": -377.59978, "e_homo_ev": -10.535, "gap_ev": 8.8, "relative_energy_kcal_mol": 40.3, "smiles": "C=CC1=NC(=O)N=C1", "charge": 0}

2.
{"formula": "C5H4N2O", "method": "the ωB97M-V functional and the def2-TZVPD basis", "species": ["C", "C", "C", "C", "C", "N", "N", "O", "H", "H", "H", "H"], "positions_angstrom": [[-2.193, -1.057, -0.582], [0.677, 1.025, -0.390], [-2.836, -0.380, 0.292], [2.400, 0.588, 0.973], [1.353, 0.139, 0.400], [-1.508, -1.586, -1.461], [0.374, 1.815, -1.136], [-3.426, 0.035, 1.239], [2.803, 1.554, 0.760], [-1.636, -1.206, -2.442], [2.924, 0.028, 1.691], [1.067, -0.955, 0.657]], "atomic_forces_ev_per_a": [[0.33, 0.55, -0.01], [-0.34, -0.70, -0.74], [-1.38, 0.11, 1.51], [2.84, 1.36, 1.36], [-1.72, -4.74, 1.35], [0.32, -0.25, -1.64], [-1.37, 2.06, -1.76], [0.78, -0.14, -1.11], [0.01, 0.62, -0.01], [-0.01, -0.22, 1.27], [0.72, -0.81, 0.64], [-0.18, 2.16, -0.85]], "mulliken_charge": [0.0708, 0.3669, 0.5521, -0.7132, -0.0668, -0.4643, -0.3945, -0.4291, 0.2804, 0.2821, 0.2655, 0.2500], "total_energy_ha": -377.50966, "e_homo_ev": -8.599, "gap_ev": 7.2, "relative_energy_kcal_mol": 96.9, "smiles": "N=C=C=O.C=CC#N", "charge": 0}

3.
{"formula": "C5H4N2OS", "method": "the ωB97M-V functional and the def2-TZVPD basis", "species": ["C", "C", "C", "C", "C", "N", "N", "O", "S", "H", "H", "H", "H"], "positions_angstrom": [[-3.822, -0.470, 0.007], [0.818, -0.220, -0.639], [1.292, -1.621, -0.729], [-0.344, -0.339, 0.121], [-1.430, 0.434, 0.736], [-4.578, -1.073, 0.612], [0.356, -2.437, -0.231], [-0.615, -1.677, 0.229], [-2.888, 0.625, -0.825], [1.168, 0.748, -0.922], [2.238, -2.028, -1.174], [-1.940, -0.144, 1.380], [-1.175, 1.392, 1.024]], "atomic_forces_ev_per_a": [[1.56, 2.07, -1.97], [-0.52, -1.64, 1.17], [-0.88, 0.99, -0.31], [-1.02, -0.37, -0.30], [4.85, -0.51, -1.56], [-1.68, -1.67, 1.46], [2.78, 0.17, -1.25], [-1.36, 0.55, 1.06], [-1.69, -0.39, -1.42], [0.78, -0.01, -0.27], [-1.30, 0.49, 0.55], [-1.77, -1.62, 2.34], [0.25, 1.94, 0.52]], "lowdin_spin": [0.1117, 0.1345, -0.0148, 0.0687, 0.4026, 0.2228, 0.1155, 0.0405, 0.8867, 0.0079, -0.0029, 0.0135, 0.0133], "total_energy_ha": -775.63364, "multiplicity": 3, "e_homo_ev": [-6.594, -9.586], "gap_ev": [6.9, 5.6], "relative_energy_kcal_mol": 39.6, "charge": 0}